Entry from the Open Molecules 2025 dataset: one molecule with the formula C5H5P5 at a distorted geometry (ωB97M-V with the def2-TZVPD basis set).

Structure (XYZ):
```
15
Properties=species:S:1:pos:R:3:forces:R:3
C -1.905 0.048 -1.101 0.86 -2.73 -3.80
C -0.845 -0.895 -0.878 0.25 2.51 2.14
C -2.145 1.231 -0.435 -1.39 0.51 0.04
C -1.362 1.544 0.698 -0.53 -0.60 0.12
C -0.006 -0.682 0.231 1.52 -0.61 0.70
P 3.660 -1.271 0.705 -1.30 0.49 -0.31
P 3.952 0.192 -0.920 -0.22 0.32 0.99
P 3.571 0.928 0.946 0.30 -0.43 -0.95
P 1.405 -1.936 0.558 0.13 -0.46 -0.42
P -0.059 0.594 1.422 -1.28 0.40 -1.56
H -2.376 -0.268 -2.128 0.06 1.23 2.20
H -0.565 -1.696 -1.539 -0.52 -0.25 -0.35
H -3.094 1.865 -0.818 2.56 -1.28 1.18
H -1.706 2.371 1.285 0.08 0.67 0.15
H 1.476 -2.024 1.975 -0.51 0.22 -0.14
```
Forces are in eV/Å.

Computed properties:
Strongest force on any atom (eV/A): 4.76
Gap between HOMO and LUMO (eV): 6.77
HOMO level (eV): -8.064
E (Ha): -1900.2104